Below is a 2-piece molecular cluster, C5H14NO overall at a distorted geometry, with properties calculated with ωB97M-V/def2-TZVPD.

charge: +2
M: 104.2 g mol⁻¹
frontier orbital gap (alpha / beta): 0.181 / 0.154 Eh
energy above the lowest of the compared OMol25 structures with the same formula, charge and spin: 8.200 eV
spin multiplicity: 2
E_HOMO (alpha / beta): -0.70039 / -0.70039 hartree
expectation value of S²: 1.053

Cartesian coordinates (Å):
1 C 1.74 -1.09 0.08
2 O 0.83 -2.11 0.18
3 C 1.20 0.21 -0.62
4 C 0.37 1.10 0.58
5 C -0.63 0.25 1.33
6 C -0.13 2.32 -0.16
7 N 0.33 -0.24 -1.54
8 H 2.17 -0.92 1.07
9 H 2.55 -1.53 -0.56
10 H 0.08 -1.90 -0.45
11 H 1.98 0.86 -1.00
12 H 1.13 1.45 1.28
13 H -1.07 0.94 2.06
14 H -0.19 -0.56 1.92
15 H -1.44 -0.13 0.70
16 H 0.64 2.78 -0.78
17 H -0.92 2.02 -0.87
18 H -0.49 3.08 0.55
19 H 0.62 -0.09 -2.50
20 H -4.21 -3.06 -0.34
21 H -4.56 -3.36 -0.93

Here are the Löwdin charges for atoms 1 to 4, given in e: -0.052, 0.295, -0.221, -0.227

Below is one molecule with the formula C2H5ClN2 at a distorted geometry, with properties calculated with ωB97M-V/def2-TZVPD.

SMILES: N/N=C\CCl
M: 92.5 g mol⁻¹
frontier orbital gap: 0.352 Eh
energy above the lowest of the compared OMol25 structures with the same formula, charge and spin: 1.628 eV
E_HOMO: -0.32529 hartree

Cartesian coordinates (Å):
1 N -1.09 -1.14 -0.08
2 N -1.25 0.11 -0.64
3 C -0.29 0.95 -0.40
4 C 0.94 0.56 0.32
5 Cl 2.18 -0.50 -0.46
6 H -1.65 -1.92 -0.45
7 H -0.71 -1.42 0.84
8 H -0.28 1.89 -0.97
9 H 1.53 1.44 0.63
10 H 0.63 0.03 1.21

Here are the Löwdin charges for atoms 1 to 4, given in e: -0.044, -0.027, -0.245, -0.599

Below is CH4BrMnO as an isolated structure at a distorted geometry, with properties calculated with ωB97M-V/def2-TZVPD.

charge: +1
M: 166.9 g mol⁻¹
frontier orbital gap (alpha / beta): 0.170 / 0.172 Eh
energy above the lowest of the compared OMol25 structures with the same formula, charge and spin: 0.632 eV
spin multiplicity: 6
E_HOMO (alpha / beta): -0.46855 / -0.46859 hartree
expectation value of S²: 8.762

Cartesian coordinates (Å):
1 Mn -27.41 -23.89 -26.46
2 Br -27.21 -26.47 -26.67
3 C -23.80 -28.16 -26.70
4 O -22.85 -27.58 -25.85
5 H -23.46 -28.83 -27.49
6 H -24.45 -28.70 -26.01
7 H -24.41 -27.39 -27.17
8 H -22.99 -28.25 -25.18

Here are the Löwdin charges for atoms 1 to 4, given in e: 1.078, -0.024, -0.207, -0.101

Below is C37H27ClMoN2O7PS as an isolated structure at a distorted geometry, with properties calculated with ωB97M-V/def2-TZVPD.

charge: +3
M: 806.1 g mol⁻¹
frontier orbital gap (alpha / beta): 0.239 / 0.221 Eh
energy above the lowest of the compared OMol25 structures with the same formula, charge and spin: 0.469 eV
spin multiplicity: 3
E_HOMO (alpha / beta): -0.62473 / -0.62331 hartree
expectation value of S²: 2.027

Cartesian coordinates (Å):
1 Mo 0.69 0.41 -0.87
2 Cl 3.28 0.24 -0.80
3 C 3.68 0.45 0.93
4 C 4.92 0.97 1.24
5 C 5.21 1.13 2.60
6 C 4.28 0.79 3.57
7 C 3.04 0.27 3.21
8 C 2.73 0.09 1.86
9 P 1.18 -0.66 1.33
10 C -0.07 -0.29 2.55
11 C -0.67 -1.31 3.29
12 C -1.58 -0.98 4.28
13 C -1.89 0.35 4.53
14 C -1.30 1.37 3.78
15 C -0.39 1.05 2.78
16 C 1.41 -2.41 1.12
17 C 0.46 -3.14 0.40
18 C 0.61 -4.51 0.25
19 C 1.70 -5.15 0.83
20 C 2.65 -4.43 1.55
21 C 2.51 -3.06 1.69
22 H 5.63 1.24 0.48
23 H 6.17 1.54 2.88
24 H 4.52 0.93 4.61
25 H 2.31 0.01 3.97
26 H -0.41 -2.34 3.11
27 H -2.03 -1.76 4.87
28 H -2.59 0.60 5.32
29 H -1.55 2.40 3.98
30 H 0.08 1.85 2.22
31 H -0.39 -2.65 -0.05
32 H -0.12 -5.08 -0.31
33 H 1.81 -6.22 0.72
34 H 3.49 -4.94 1.99
35 H 3.25 -2.50 2.26
36 O 1.38 4.39 -1.19
37 C 1.35 3.25 -1.47
38 O 0.96 2.25 -0.57
39 C 1.83 2.58 -2.74
40 C 2.97 2.93 -3.44
41 C 3.50 2.00 -4.33
42 C 3.02 0.70 -4.47
43 C 1.87 0.41 -3.77
44 C 1.22 1.36 -3.00
45 N 1.44 -0.96 -3.51
46 O 0.95 -1.15 -2.33
47 O 1.59 -1.84 -4.26
48 N 4.74 2.37 -5.09
49 O 5.20 3.45 -4.83
50 O 5.23 1.48 -5.73
51 H 3.49 3.87 -3.28
52 H 3.57 -0.02 -5.06
53 H 0.15 1.25 -2.78
54 O -1.18 0.14 -0.68
55 S -2.53 -0.59 -0.18
56 C -3.28 0.66 0.80
57 C -4.12 0.18 1.79
58 C -4.85 1.09 2.54
59 C -4.70 2.45 2.31
60 C -3.82 2.91 1.33
61 C -3.11 2.02 0.55
62 C -3.48 -0.73 -1.63
63 C -4.07 0.37 -2.26
64 C -4.84 0.14 -3.38
65 C -5.04 -1.17 -3.84
66 C -4.46 -2.25 -3.19
67 C -3.67 -2.04 -2.07
68 H -4.22 -0.89 1.97
69 H -5.52 0.74 3.31
70 H -5.27 3.16 2.89
71 H -3.71 3.98 1.16
72 H -2.43 2.38 -0.21
73 H -3.96 1.37 -1.87
74 H -5.32 0.96 -3.89
75 H -5.66 -1.34 -4.71
76 H -4.63 -3.26 -3.55
77 H -3.22 -2.87 -1.54

Here are the Löwdin charges for atoms 1 to 4, given in e: 1.474, 0.824, -0.543, -0.053

Below is CH4NO4P as an isolated structure at a distorted geometry, with properties calculated with ωB97M-V/def2-TZVPD.

charge: -2
M: 125.0 g mol⁻¹
frontier orbital gap: 0.218 Eh
energy above the lowest of the compared OMol25 structures with the same formula, charge and spin: 3.493 eV
E_HOMO: 0.04627 hartree

Cartesian coordinates (Å):
1 C 0.48 -0.13 -0.88
2 N -0.03 0.97 -1.64
3 O -1.87 -0.82 1.24
4 O 0.48 -1.83 1.55
5 O 0.02 0.30 2.66
6 O 0.85 2.05 -1.66
7 P -0.42 -0.66 1.57
8 H 0.18 0.24 0.35
9 H -0.26 -1.07 -0.84
10 H 1.48 -0.25 -0.91
11 H -0.93 1.20 -1.45

Here are the Löwdin charges for atoms 1 to 4, given in e: -0.130, -0.319, -0.434, -0.434

Below is a 2-piece molecular cluster, C2H6FOP overall at a distorted geometry, with properties calculated with ωB97M-V/def2-TZVPD.

M: 96.0 g mol⁻¹
frontier orbital gap (alpha / beta): 0.287 / 0.318 Eh
energy above the lowest of the compared OMol25 structures with the same formula, charge and spin: 5.505 eV
E_HOMO (alpha / beta): -0.31408 / -0.31322 hartree

Cartesian coordinates (Å):
1 C 0.37 -0.12 1.22
2 C -0.44 -0.68 0.11
3 O 1.75 -0.20 1.00
4 F -1.77 -0.61 0.30
5 P -0.15 0.98 -2.37
6 H 0.14 0.94 1.37
7 H 0.10 -0.65 2.15
8 H -0.16 -1.62 -0.36
9 H 1.98 -1.09 0.71
10 H -0.29 2.12 -1.57
11 H -1.54 0.92 -2.56

Here are the Löwdin charges for atoms 1 to 4, given in e: -0.297, -0.197, -0.059, -0.014